(1)
Entry from OMol25: a molecular structure, C27H20AsF5N5O5PS6Zr (the ωB97M-V functional and the def2-TZVPD basis).

Each line ends with the Mulliken charge.
Cartesian coordinates (Å):
F1 0.65232 -2.45737 6.21985  -0.356
H1 2.95216 1.56781 -4.72878  0.394
H2 -1.15419 0.93948 -3.69236  0.213
H3 4.57768 -0.91840 0.96048  0.320
C1 -0.78816 1.70760 -5.65947  -0.743
C2 1.56589 2.52303 4.79624  -0.419
O1 2.11295 0.70012 0.82175  -0.285
C3 1.51255 2.06718 -6.23300  -0.667
C4 0.78380 1.58392 4.14931  -0.278
C5 0.54691 -3.12479 5.05702  0.115
H4 -1.00949 4.74345 -1.17258  0.349
H5 3.17726 -1.99533 0.58205  0.114
C6 5.42427 0.44485 -2.00921  -0.673
N1 0.15140 4.27832 0.40393  -0.963
As1 -3.25130 0.68559 0.11723  0.506
C7 0.75205 2.90396 2.30462  0.607
H6 6.75158 2.07134 -1.56250  0.335
H7 0.48376 0.66022 4.62799  0.312
C8 1.18828 -4.33900 4.91295  0.661
C9 0.16963 2.12110 -6.57731  -0.427
O2 0.99793 -1.48277 -0.21764  0.393
F2 1.67589 -6.20518 3.55933  -0.334
C10 1.06507 -5.01762 3.71337  0.210
H8 6.21261 -0.29858 -2.03341  0.390
C11 -1.02143 2.68117 -0.80504  -0.433
S1 2.63368 -0.13027 1.94428  1.213
H9 2.59387 3.05537 -1.83109  0.360
H10 -0.13109 2.48734 -7.55166  0.348
H11 1.95493 -1.57316 -3.35911  0.481
H12 4.92858 3.74920 -1.47273  0.379
N2 -0.40995 3.99539 -0.86281  -0.116
F3 1.90941 -4.85860 5.92289  -0.354
C12 1.57645 3.82065 2.95084  -0.345
H13 0.25256 -1.46661 -2.84775  0.628
S2 -2.41862 0.59875 2.12546  -0.326
N3 0.36012 1.77859 2.90353  0.393
C13 1.28302 -1.21559 -2.57943  -1.468
C14 0.31912 -4.47153 2.68432  -0.023
C15 0.21224 3.11422 0.95807  -0.125
H14 1.89459 4.70996 2.42228  0.479
C16 3.67941 -1.40109 1.34334  -0.895
C17 4.70524 2.71421 -1.70174  -0.693
C18 -0.33276 -3.23806 2.78334  0.417
H15 1.89204 2.34376 5.81346  0.389
H16 3.92331 -2.01237 2.21141  0.415
C19 1.60585 -1.90736 -1.26013  -0.030
H17 3.88605 -0.99032 -2.40596  0.235
S3 -1.78120 -0.43630 -1.03431  -0.311
C20 5.72696 1.77168 -1.74872  -0.462
H18 -0.90828 2.12458 -1.72988  0.062
N4 1.97837 3.64104 4.19983  -0.680
O3 2.44323 -2.81116 -1.25654  -0.759
O4 3.38418 0.59869 2.93013  -0.612
O5 1.39430 -0.80590 2.45706  -0.434
C21 1.89942 1.60423 -4.98272  -0.512
C22 3.39416 2.32556 -1.91274  -0.525
Zr1 -0.12773 -0.00652 0.96417  -0.228
C23 3.08028 0.99428 -2.19629  -0.024
C24 4.10735 0.05617 -2.23330  -0.424
N5 -0.34860 2.07282 0.29289  0.999
C25 -0.20151 -2.60620 4.01618  0.295
S4 -1.23184 -2.57795 1.43118  -0.343
P1 1.30479 0.59755 -2.35073  1.994
F4 -0.80601 -1.43379 4.24859  -0.469
F5 0.25272 -5.18858 1.55816  -0.391
C26 0.94983 1.19595 -4.05114  0.640
C27 -0.40050 1.25520 -4.40837  -0.396
H19 2.26761 2.38501 -6.94300  0.376
H20 -1.84126 1.74664 -5.90970  0.420
S5 -5.26512 0.20672 -0.11254  -0.550
S6 -2.91701 2.78582 -0.57125  -0.368

Force components x, y, z for each atom (eV/Å):
F 0.0 0.0 0.1
H 0.0 0.0 0.0
H 0.0 0.0 0.0
H 0.0 0.0 0.0
C 0.0 0.0 0.0
C 0.0 0.0 0.0
O 0.3 0.0 0.2
C 0.0 0.0 -0.1
C -0.3 0.0 0.0
C 0.0 0.0 -0.1
H -0.1 0.1 0.1
H 0.0 0.0 0.0
C 0.0 0.0 0.0
N 0.1 -0.1 -0.1
As -0.1 0.0 0.2
C -0.3 0.1 0.0
H 0.0 0.0 0.0
H 0.1 0.0 0.0
C 0.0 0.0 -0.1
C 0.0 0.0 0.0
O -0.1 0.5 -0.1
F 0.0 -0.1 0.0
C -0.1 0.2 0.1
H 0.0 0.0 0.0
C 0.0 -0.1 0.0
S -0.6 0.1 0.0
H 0.0 0.0 0.0
H 0.0 0.0 0.0
H 0.0 0.0 0.0
H 0.0 0.0 0.0
N 0.1 0.0 -0.2
F 0.1 0.0 0.1
C -0.1 0.0 0.0
H 0.0 0.0 0.0
S -0.2 0.0 -0.2
N 0.6 -0.2 -0.4
C -0.1 -0.1 -0.1
C 0.1 0.0 0.1
C -0.1 0.2 0.3
H 0.0 0.0 0.0
C 0.1 0.0 0.0
C 0.0 0.0 0.0
C -0.1 -0.1 -0.4
H 0.0 0.1 0.0
H 0.0 0.0 0.0
C 0.1 -0.2 0.0
H 0.0 0.0 0.0
S 0.0 0.0 0.2
C 0.0 0.0 0.0
H 0.0 0.0 0.0
N 0.0 0.0 0.0
O -0.1 0.1 0.0
O 0.0 0.0 0.0
O 0.3 0.1 0.2
C 0.1 0.0 0.0
C 0.0 0.0 0.0
Zr 0.1 -0.9 -0.3
C 0.0 -0.1 0.0
C 0.0 0.0 0.0
N 0.3 -0.2 -0.2
C 0.1 -0.1 0.2
S 0.2 0.2 0.4
P 0.0 0.4 0.2
F 0.0 0.1 -0.1
F 0.0 0.0 -0.1
C -0.1 -0.2 -0.1
C 0.0 0.0 0.0
H 0.0 0.0 0.0
H 0.0 0.0 0.0
S 0.0 0.1 0.0
S -0.1 0.2 0.0

The highest occupied orbital energy comes out at -2.368 eV. The HOMO-LUMO gap is 6.5 eV. The calculation puts the molar mass at 979.0 g/mol. Its total charge is -2.



(2)
Entry from OMol25: a molecular structure, C27H20Br4N2O7STa (the ωB97M-V functional and the def2-TZVPD basis).

Each line ends with the Mulliken charge.
Cartesian coordinates (Å):
C1 2.27542 0.04405 1.86541  0.464
C2 1.06519 0.38859 3.91539  0.011
H1 5.77912 -0.92095 -1.73564  0.452
H2 -0.55289 -8.28006 0.10021  0.245
C3 -2.67797 -1.20212 -0.20022  1.236
H3 1.30028 3.35516 -3.09254  0.530
H4 0.20412 -6.88838 -0.70794  0.347
H5 0.20441 -4.75230 0.22812  0.490
O1 -1.75709 -0.31605 -0.31451  -0.630
C4 -4.07530 -0.67261 -0.23661  -1.918
C5 -2.40123 -2.57875 -0.08773  0.215
C6 7.05356 0.00785 -3.94754  -1.453
H6 5.03421 0.78151 -5.59163  0.399
H7 -4.53763 -0.91658 -1.19562  0.419
C7 -3.20638 -4.86776 -0.12771  -0.966
Br1 -0.59731 0.55352 4.76485  -0.103
C8 -0.81917 -4.43355 0.10492  -0.372
O2 -1.73186 -6.64938 0.01716  -0.423
O3 0.82061 -1.43141 -2.05107  -0.674
C9 0.34920 4.32885 0.03546  -0.873
Br2 2.28792 0.74538 6.45003  -0.136
O4 0.44182 -0.20980 -4.21510  -0.672
C10 2.84848 -0.22789 -3.23554  0.295
O5 -0.05510 -2.24291 0.23258  -0.939
Br3 5.04746 -0.02805 1.49262  -0.054
C11 3.30463 0.29363 -4.44059  -0.618
Br4 5.13782 0.50481 4.79267  -0.151
C12 0.95964 3.29921 -2.06896  -0.828
C13 -1.07180 -3.06771 0.06922  0.257
H8 0.21529 5.20737 0.64851  0.433
C14 3.48800 0.14818 2.51187  -0.341
C15 2.28746 0.47452 4.59092  0.207
C16 0.08291 3.07318 0.55476  -0.166
Ta1 0.29100 -0.34472 -0.13599  2.729
H9 -4.04332 0.40776 -0.12922  0.343
H10 2.59955 0.60562 -5.19929  0.499
C17 3.49384 0.36539 3.89481  0.170
O6 2.10977 -0.19513 0.53628  -0.014
H11 0.04305 -6.91482 1.07223  0.338
H12 -0.25684 2.91798 1.57139  0.526
C18 3.72959 -0.66496 -2.25175  -0.042
C19 0.66407 2.09492 -1.47259  0.745
O7 -0.01352 0.07929 1.76204  -0.584
H13 7.40512 -0.95393 -4.32697  0.309
H14 -4.47097 -3.19286 -0.27394  0.447
S1 1.12593 -0.28735 -2.97349  1.224
C20 4.66805 0.38012 -4.65533  -0.753
H15 1.00377 5.40574 -1.69529  0.436
C21 5.57651 -0.05388 -3.69116  0.832
H16 3.36734 -1.06988 -1.31748  0.413
C22 -1.87175 -5.33142 0.00296  0.927
C23 -0.42044 -7.20422 0.12848  -0.800
H17 7.29661 0.76660 -4.68913  0.384
C24 -3.45247 -3.53683 -0.16308  -1.261
H18 7.60520 0.22322 -3.03350  0.378
C25 1.06748 0.19874 2.54749  -0.262
C26 5.08617 -0.57605 -2.49280  -1.178
N1 0.24178 1.98913 -0.19495  0.051
H19 -4.68893 -1.10578 0.55063  0.488
H20 -3.99681 -5.60105 -0.20001  0.468
C27 0.78944 4.43079 -1.27800  -0.295
N2 0.69100 0.78140 -1.87558  -0.201

Force components x, y, z for each atom (eV/Å):
C 0.1 0.1 0.0
C 0.0 0.2 0.0
H 0.0 0.0 0.0
H 0.0 0.0 0.0
C -0.1 -0.1 0.0
H 0.0 0.0 0.0
H 0.0 0.0 0.0
H 0.0 0.0 0.0
O 0.3 0.0 0.0
C 0.0 0.1 0.0
C 0.1 0.1 0.0
C 0.0 0.0 0.0
H 0.0 0.0 0.0
H 0.0 0.0 0.0
C 0.0 -0.1 0.0
Br -0.1 0.0 0.0
C 0.1 0.0 0.0
O 0.0 0.0 0.0
O 0.2 -0.2 0.0
C 0.0 0.0 0.0
Br 0.0 0.0 0.0
O -0.1 0.0 0.0
C -0.1 0.1 0.0
O -0.1 0.2 -0.1
Br 0.1 0.0 -0.1
C 0.0 0.0 0.0
Br 0.0 0.0 0.0
C 0.0 0.0 -0.1
C 0.0 0.0 0.0
H 0.0 0.0 0.0
C -0.1 -0.1 0.1
C 0.0 0.0 0.0
C 0.0 0.1 0.0
Ta 0.1 0.2 -0.2
H 0.0 0.0 0.0
H 0.0 0.0 0.0
C 0.0 0.0 0.0
O -0.3 -0.2 -0.1
H 0.0 0.0 0.0
H 0.0 0.0 0.0
C 0.0 0.0 0.0
C -0.1 0.1 0.4
O -0.1 -0.1 0.2
H 0.0 0.0 0.0
H 0.0 0.0 0.0
S 0.2 0.0 0.2
C 0.0 0.0 0.0
H 0.0 0.0 0.0
C 0.0 0.0 0.0
H 0.0 0.0 0.0
C 0.0 0.1 0.0
C 0.1 0.0 0.0
H 0.0 0.0 0.0
C 0.0 0.0 0.0
H 0.0 0.0 0.0
C 0.3 -0.2 0.0
C 0.0 0.0 0.0
N -0.1 0.1 -0.1
H 0.0 0.0 0.0
H 0.0 0.0 0.0
C 0.0 0.0 0.0
N -0.1 -0.2 -0.1

The highest occupied orbital energy comes out at -10.759 eV. The HOMO-LUMO gap is 7.0 eV. The calculation puts the molar mass at 1017.1 g/mol. Its total charge is +1.



(3)
Entry from OMol25: a molecular structure, C27H20BrFeN3O5 in a non-equilibrium geometry (the ωB97M-V functional and the def2-TZVPD basis).

Each line ends with the Mulliken charge.
Cartesian coordinates (Å):
C1 1.53458 -3.40057 -0.21763  0.244
O1 4.53484 1.30682 -0.69131  -0.642
C2 3.26749 2.15295 2.63722  -0.526
H1 -5.88589 -1.51046 -5.82196  0.399
C3 -2.01640 -0.34640 4.17608  -0.635
H2 1.56760 0.45474 1.72079  0.101
C4 -5.83350 -0.05342 -4.24597  -0.607
H3 -1.60161 -2.23220 5.08316  0.419
C5 -2.85985 1.10116 -2.35839  -0.752
C6 -1.60628 0.71475 -1.92055  -0.313
O2 2.84559 -0.23390 -2.84606  -0.054
C7 -1.46598 -1.59442 4.21911  -0.891
H4 1.65474 2.47555 -0.37673  0.417
C8 2.13906 0.79907 0.84561  1.264
C9 -3.63805 0.45887 -3.36016  1.054
C10 -0.61942 1.46905 -1.30383  0.044
N1 1.22667 1.68765 0.09976  -0.566
C11 5.40335 2.74173 0.96724  -0.537
N2 0.20200 -1.72979 0.92004  0.623
H5 2.42676 1.92874 3.28381  0.428
H6 3.93506 0.54930 -0.75087  0.369
H7 -5.47220 1.33877 -2.65846  0.347
O3 1.95816 -4.52618 -0.26442  -0.605
H8 1.05885 -4.77324 2.00912  0.570
H9 -1.99386 -0.47496 -4.40464  0.594
H10 -0.27759 -4.01313 4.00978  0.465
H11 6.22643 2.95387 0.29768  0.455
C12 -3.06941 -0.39825 -4.32647  -0.263
H12 -3.43205 -1.75751 -5.92975  0.402
C13 -0.13155 -3.37486 3.14743  -0.622
H13 -2.27958 1.44632 3.00667  0.469
Br1 -1.23075 -1.26466 -1.83258  -0.037
C14 5.34074 3.28479 2.23540  -0.419
N3 0.38937 0.91855 -0.66392  0.687
H14 -1.00894 0.62863 1.08911  0.321
C15 -0.70958 -2.08724 3.13267  0.818
C16 -3.87592 -1.10149 -5.19322  -0.705
C17 4.28287 2.97949 3.08408  -0.718
O4 1.68124 -2.48624 -1.13830  -0.539
C18 3.30811 1.61033 1.35936  -0.096
H15 -0.68421 2.55319 -1.33845  0.512
H16 -2.59210 0.02750 5.01146  0.421
H17 -6.90545 0.08776 -4.23527  0.402
H18 6.12267 3.95367 2.56899  0.385
C19 -0.53094 -1.27251 1.98217  0.209
C20 -5.03556 0.65421 -3.37547  -0.593
O5 2.48135 -0.28833 0.05586  -0.814
C21 0.59344 -3.80096 2.07454  -1.068
H19 4.24836 3.38363 4.08629  0.415
C22 -1.12438 0.00722 1.96065  0.189
C23 4.40853 1.86820 0.52904  0.288
C24 1.76713 -0.41270 -2.63387  0.264
C25 -5.25855 -0.94808 -5.14389  -0.393
H20 -3.33902 1.88107 -1.77139  0.359
Fe1 0.97568 -0.85683 -0.80660  -0.292
C26 -1.84002 0.45808 3.03559  -0.980
C27 0.73797 -2.93731 0.98143  0.735

Force components x, y, z for each atom (eV/Å):
C 0.2 -0.7 0.5
O 0.2 0.2 -0.5
C 0.1 0.1 0.0
H 0.0 0.0 0.0
C 0.0 -0.1 0.1
H 0.0 0.0 -0.1
C -0.1 -0.1 -0.2
H 0.0 0.0 0.0
C 1.5 -0.3 0.7
C -1.9 -1.6 -1.0
O 0.3 0.2 -1.3
C -0.1 0.1 0.0
H 0.0 -0.1 -0.1
C 0.1 0.5 0.9
C -0.8 -0.7 -0.4
C 1.8 0.1 1.7
N 0.2 0.2 0.2
C 0.0 -0.2 -0.2
N 1.0 0.0 -0.4
H 0.0 0.0 0.0
H -0.1 -0.2 0.1
H -0.1 0.0 0.0
O -0.1 0.3 -0.1
H 0.0 0.0 0.0
H 0.0 -0.1 0.0
H 0.0 0.0 0.0
H 0.0 0.0 0.0
C -0.1 0.3 0.3
H 0.0 0.0 0.0
C 0.0 0.0 -0.1
H 0.0 0.0 0.0
Br -0.3 1.0 -0.5
C -0.1 0.0 0.0
N -1.7 2.0 -0.8
H 0.0 0.0 0.0
C 0.0 0.1 -0.3
C -0.1 0.0 -0.2
C -0.1 0.0 0.1
O -0.2 -0.3 -0.5
C 0.0 -0.3 -0.5
H -0.2 0.0 0.2
H 0.0 0.0 0.0
H 0.0 0.0 0.0
H 0.0 0.0 0.0
C -0.1 0.0 0.2
C 0.5 0.0 0.3
O 0.1 0.2 -0.3
C -0.1 0.0 0.0
H 0.0 0.0 0.0
C -0.1 0.0 0.0
C -0.1 0.2 0.6
C 1.0 0.1 0.8
C 0.0 0.1 0.1
H 0.3 0.7 -0.5
Fe -1.2 -1.9 0.7
C 0.0 0.0 -0.2
C -0.1 0.0 0.1

The highest occupied orbital energy (spin up / spin down) comes out at -10.740 / -10.741 eV. The HOMO-LUMO gap (spin up / spin down) is 5.7 / 5.8 eV. The calculation puts the molar mass at 602.2 g/mol. Its total charge is +1. As for the spin multiplicity: 2.



(4)
Entry from OMol25: a molecular structure, C27H20IrN4O2S4 in a non-equilibrium geometry (the ωB97M-V functional and the def2-TZVPD basis).

Each line ends with the Mulliken charge.
Cartesian coordinates (Å):
C1 -0.73118 -6.93368 -3.44818  -0.112
C2 -0.95472 -6.56467 -2.12552  -0.297
N1 -0.79182 -1.45673 -1.28069  -0.485
C3 -2.79622 1.32139 0.01770  -1.350
H1 -3.85630 1.56557 0.09402  0.434
C4 1.60733 -6.41715 -3.24430  0.830
H2 -2.88931 -5.20572 1.63915  0.364
C5 -2.42409 -4.43804 1.02854  -0.260
H3 -1.43494 -2.55785 -4.36530  0.416
H4 -2.66964 0.23981 -0.02111  0.143
N2 -2.83138 -5.95982 -0.75647  -0.531
O1 -0.72101 -1.26415 1.35507  -0.647
C6 -1.99025 3.20507 3.18654  -0.820
C7 0.00801 3.05812 4.64316  -0.886
C8 -0.11077 1.85449 2.51402  -0.487
S1 1.97848 0.39355 1.51553  -0.434
C9 -1.37958 -2.58415 -3.28356  -1.119
C10 -1.27917 -2.49869 -0.56200  0.179
C11 1.41762 -6.13680 -1.89560  -0.257
H5 -2.40584 1.72992 -0.91539  0.262
H6 4.60483 -5.40821 -3.93763  0.239
C12 -1.25006 -2.32100 0.86420  1.115
C13 -0.69301 2.72400 3.46387  1.033
H7 2.24516 -5.83630 -1.26597  0.396
H8 -1.90904 -3.17197 2.70354  0.442
C14 3.82743 -5.59412 -3.20264  -0.794
H9 1.78530 2.75150 5.77252  0.356
H10 0.70125 -7.09260 -5.05160  0.401
H11 -3.65928 3.12059 1.86455  0.454
C15 -2.31985 -4.69499 -0.32299  -0.103
C16 -1.79679 -3.66040 -1.16660  0.555
H12 -1.57852 -7.25198 -4.04594  0.418
H13 0.00920 -5.98040 -0.29940  0.388
H14 -2.45820 3.89852 3.87998  0.368
C17 -0.81081 -1.50380 -2.59256  -0.127
S2 2.26701 2.10596 -3.71067  -0.346
C18 1.84358 1.68456 3.89989  -0.480
H15 -0.38753 -0.65679 -3.12124  0.473
H16 2.83300 1.27556 4.07277  0.401
C19 -2.65436 2.78090 2.07997  -0.844
Ir1 0.24037 0.13259 -0.05274  1.382
N3 -0.79738 1.45818 1.39682  -0.005
S3 0.22401 2.00728 -1.54736  -0.469
C20 1.55545 1.36727 -2.41314  0.198
H17 -0.45053 3.72771 5.36285  0.343
C21 1.20040 1.36192 2.71940  0.619
C22 1.24837 2.52494 4.85800  -0.532
H18 3.46414 -4.63879 -2.81651  0.341
C23 -1.87312 -3.30792 1.63008  -1.098
C24 -2.03692 1.86606 1.19198  0.928
S4 2.01817 -0.13608 -1.76274  -0.353
H19 4.24341 -6.18174 -2.37993  0.316
C25 0.14304 -6.20488 -1.34774  -0.379
H20 -2.33293 -4.47084 -3.10543  0.593
C26 -1.87085 -3.64897 -2.58290  -0.590
C27 0.53136 -6.84863 -4.00879  -0.604
N4 -2.30427 -6.71084 -1.61930  -0.515
O2 2.79943 -6.30333 -3.88324  -0.463

Force components x, y, z for each atom (eV/Å):
C -0.1 0.1 -0.1
C -0.2 0.4 0.2
N -0.3 1.1 -0.2
C 0.0 0.1 0.1
H 0.0 0.0 0.0
C -0.1 0.0 0.1
H 0.0 0.1 0.0
C 0.1 -0.2 0.1
H 0.0 0.0 0.1
H 0.0 0.0 0.0
N 0.3 -0.1 -0.8
O 0.8 0.0 0.1
C -0.1 0.1 0.1
C -0.1 0.1 0.0
C -0.3 0.2 0.0
S -0.5 0.5 -0.6
C 0.0 -0.1 0.0
C 0.0 -0.1 0.0
C -0.1 0.1 0.1
H 0.0 0.0 0.0
H 0.0 0.0 0.0
C 0.0 -0.1 0.0
C 0.0 -0.1 -0.1
H -0.1 0.0 0.0
H 0.0 0.0 0.0
C -0.1 0.0 -0.1
H 0.0 0.0 -0.1
H 0.0 0.0 0.1
H 0.0 0.0 0.0
C 0.3 -0.2 -0.3
C -0.2 -0.2 -0.2
H 0.1 0.0 0.0
H 0.0 0.1 0.0
H 0.0 -0.1 0.0
C -0.1 0.1 -0.2
S 0.0 -0.1 0.0
C -0.1 0.1 0.2
H -0.1 0.0 0.1
H 0.0 0.1 0.0
C 0.0 0.0 -0.1
Ir 0.6 0.2 -0.1
N -0.6 -0.5 -0.4
S 0.2 -1.0 0.9
C 0.3 0.5 -0.8
H 0.0 -0.1 0.0
C 0.4 -0.1 0.1
C 0.2 -0.2 -0.1
H 0.0 0.0 0.0
C -0.1 -0.1 0.1
C 0.1 -0.1 0.1
S -0.6 -0.7 1.2
H 0.0 0.0 0.0
C -0.1 0.0 0.0
H 0.0 -0.1 0.0
C 0.1 0.0 0.2
C -0.2 0.0 -0.1
N 0.1 0.3 0.7
O 0.2 0.1 0.0

The highest occupied orbital energy comes out at -4.302 eV. The HOMO-LUMO gap is 6.5 eV. The calculation puts the molar mass at 753.0 g/mol. Its total charge is -1.



These records have relative energy (zero: lowest compared OMol25 entry of this formula, charge and spin) values of 15.63; 0.00; 0.00; 42.95 kcal per mole, in the order they appear.